{
  "formula": "C3H10N3",
  "method": "wB97M-V/def2-TZVPD",
  "species": ["C", "C", "C", "N", "N", "N", "H", "H", "H", "H", "H", "H", "H", "H", "H", "H"],
  "positions_angstrom": [[0.845, -0.174, -1.308], [1.190, -0.583, -0.064], [-2.572, 0.853, 1.039], [1.548, 0.763, -2.033], [2.336, -0.348, 0.575], [-2.867, -0.370, 1.515], [-0.206, -0.378, -1.662], [0.468, -1.242, 0.341], [-1.511, 1.061, 0.920], [-3.311, 1.591, 1.027], [2.861, -1.019, 1.254], [2.542, 0.835, -1.884], [2.965, 0.296, 0.139], [-3.801, -0.626, 1.652], [1.690, 0.388, -3.053], [-2.178, -1.049, 1.543]],
  "forces_ev_per_a": [[-1.4, -0.3, 1.6], [-1.8, -0.8, -2.3], [0.9, -4.5, 2.7], [1.3, -0.4, -4.6], [3.3, -0.7, 2.9], [0.6, 5.7, -2.5], [1.4, 0.1, 0.3], [-0.4, -0.7, 0.9], [-0.1, 0.1, -0.5], [-1.2, 0.9, -0.4], [-1.9, 1.5, -2.0], [0.3, 0.1, 1.3], [0.2, 0.1, 0.0], [-1.7, -0.5, 0.5], [-1.2, 1.1, 1.9], [1.7, -1.7, 0.2]],
  "fmax_ev_per_a": 6.26,
  "e_tot_ha": -284.2260,
  "e_above_lowest_kj_mol": 393.65,
  "charge": 1,
  "gap_ev": 3.97
}

=====

{
  "formula": "C4H5NO",
  "method": "wB97M-V/def2-TZVPD",
  "species": ["C", "C", "C", "C", "O", "N", "H", "H", "H", "H", "H"],
  "positions_angstrom": [[1.620, -0.068, -0.503], [0.327, -0.054, 0.268], [-0.930, -0.196, -0.383], [-1.833, 0.117, 0.566], [-1.213, 0.352, 1.730], [0.170, 0.236, 1.536], [2.528, -0.089, 0.103], [1.627, -0.921, -1.190], [1.649, 0.836, -1.128], [-1.094, -0.528, -1.393], [-2.902, 0.272, 0.495]],
  "forces_ev_per_a": [[0.0, -0.1, 0.1], [0.0, 0.1, 0.0], [-0.1, 0.0, 0.0], [0.1, -0.1, -0.2], [0.1, 0.0, -0.2], [0.0, 0.1, -0.5], [-0.3, 0.0, 0.1], [0.0, 0.1, 0.2], [0.0, -0.2, 0.2], [-0.1, 0.2, -0.1], [0.2, -0.2, 0.4]],
  "fmax_ev_per_a": 0.54,
  "e_tot_ha": -285.3599,
  "e_above_lowest_kj_mol": 143.70,
  "smiles": "Cc1ccon1",
  "gap_ev": 10.93
}

=====

{
  "formula": "C18H47N2O8Y",
  "method": "wB97M-V/def2-TZVPD",
  "species": ["Y", "C", "C", "C", "C", "C", "C", "N", "O", "C", "C", "C", "H", "H", "H", "H", "H", "H", "H", "H", "H", "H", "H", "H", "H", "H", "H", "H", "H", "H", "C", "C", "C", "C", "C", "C", "N", "O", "C", "C", "C", "H", "H", "H", "H", "H", "H", "H", "H", "H", "H", "H", "H", "H", "H", "H", "H", "H", "H", "O", "H", "O", "H", "H", "O", "H", "H", "O", "H", "H", "O", "H", "H", "O", "H", "H"],
  "positions_angstrom": [[-0.363, 0.546, -0.114], [-3.868, -0.110, 2.496], [-3.853, -1.568, 1.994], [-5.297, -2.075, 2.019], [-5.534, -3.345, 1.183], [-4.972, -3.227, -0.226], [-3.507, -2.716, -0.234], [-3.360, -1.555, 0.627], [-2.126, -0.980, 0.461], [-3.230, -2.358, -1.703], [-2.602, -3.889, 0.156], [-3.023, -2.387, 2.998], [-4.068, -0.111, 3.568], [-4.650, 0.445, 1.974], [-2.920, 0.387, 2.285], [-5.991, -1.335, 1.613], [-5.573, -2.352, 3.038], [-6.620, -3.463, 1.108], [-5.167, -4.214, 1.739], [-5.646, -2.551, -0.758], [-4.969, -4.196, -0.724], [-3.771, -2.950, -2.447], [-2.188, -2.561, -1.966], [-3.495, -1.317, -1.884], [-1.544, -3.683, -0.019], [-2.917, -4.842, -0.280], [-2.626, -4.148, 1.217], [-3.285, -2.120, 4.027], [-1.968, -2.113, 2.881], [-3.097, -3.469, 2.933], [3.048, 3.198, -2.329], [3.585, 1.756, -2.190], [5.086, 1.701, -2.570], [6.055, 2.179, -1.468], [5.665, 1.523, -0.135], [4.165, 1.694, 0.189], [3.397, 1.112, -0.894], [2.067, 0.948, -0.537], [3.878, 3.158, 0.588], [3.949, 0.866, 1.465], [2.889, 0.923, -3.256], [3.710, 3.980, -1.962], [2.091, 3.336, -1.826], [2.852, 3.391, -3.387], [5.190, 2.412, -3.396], [5.345, 0.700, -2.912], [5.879, 3.259, -1.413], [7.095, 2.025, -1.749], [6.300, 1.853, 0.686], [5.748, 0.440, -0.266], [4.393, 3.896, -0.035], [4.318, 3.356, 1.568], [2.820, 3.418, 0.571], [4.329, -0.153, 1.378], [2.894, 0.820, 1.753], [4.393, 1.327, 2.352], [1.805, 0.970, -3.144], [3.164, -0.132, -3.201], [3.073, 1.233, -4.289], [-0.779, 0.895, -2.263], [-0.119, 1.140, -2.899], [0.335, -1.546, -1.153], [0.797, -1.681, -1.989], [-0.039, -2.404, -0.912], [-0.707, 1.330, 2.033], [-1.274, 2.020, 2.394], [-0.332, 0.888, 2.804], [-2.456, 1.793, 0.046], [-2.684, 2.344, -0.718], [-3.108, 2.006, 0.723], [0.089, 2.955, -0.163], [0.604, 3.180, -0.952], [-0.315, 3.779, 0.130], [0.878, -0.952, 1.526], [1.333, -1.783, 1.349], [0.823, -0.899, 2.486]],
  "forces_ev_per_a": [[0.4, -1.6, -2.7], [-0.1, -0.1, -0.2], [0.0, 0.0, 0.2], [-0.2, -0.8, -0.7], [-0.2, 0.0, 0.3], [0.3, 0.3, 1.0], [-0.8, -0.9, -0.4], [-1.3, 0.6, -1.1], [2.4, 0.7, 0.3], [0.5, 0.2, -0.2], [0.3, -0.7, 0.9], [0.7, 0.3, 0.5], [-0.1, 0.2, 0.0], [-0.1, 0.0, 0.0], [0.1, -0.3, 0.1], [0.2, 0.3, 0.3], [-0.1, 0.5, 0.1], [0.0, -0.2, 0.1], [0.2, -0.1, -0.2], [0.3, 0.1, -0.3], [-0.2, 0.0, -0.1], [-0.4, -0.2, 0.5], [0.1, 0.6, 0.1], [0.3, 0.1, 0.0], [-0.1, -0.1, -0.4], [0.3, 0.2, -0.6], [-0.2, 0.4, 0.0], [-0.1, 0.0, -0.1], [0.0, -0.1, -0.1], [-0.2, 0.0, -0.2], [-0.1, 0.2, -0.3], [0.4, -0.1, -0.4], [0.3, 0.8, 0.4], [-1.3, 0.1, 0.1], [-0.2, -0.2, -1.0], [0.7, 0.3, 1.3], [0.4, -0.5, -0.1], [-2.0, 0.3, 0.1], [0.4, 0.6, -0.2], [-0.7, -0.1, 0.6], [-0.9, -0.6, -0.3], [0.1, -0.1, 0.0], [0.1, -0.2, 0.1], [0.1, 0.1, 0.0], [0.1, -0.3, -0.3], [-0.1, -0.1, 0.0], [0.4, 0.1, 0.2], [0.0, -0.1, 0.0], [-0.1, 0.0, 0.1], [0.4, 0.0, 0.1], [-0.1, -0.2, -0.2], [-0.4, -0.1, 0.2], [-0.1, -0.2, 0.2], [-0.1, 0.0, -0.2], [0.0, -0.1, -0.5], [0.5, 0.1, -0.3], [0.0, 0.0, 0.2], [0.1, 0.0, 0.2], [0.4, 0.3, 0.2], [-0.4, 0.1, 1.6], [0.3, 0.1, -0.3], [0.3, -0.8, 0.2], [0.0, 0.4, 0.1], [-0.3, 0.3, 0.0], [0.2, 0.4, 1.4], [0.0, 0.0, -0.2], [-0.1, 0.0, -0.1], [-0.4, 1.0, -0.2], [0.2, -0.3, -0.1], [-0.1, -0.5, -0.1], [0.0, 0.7, 0.0], [0.1, -0.4, 0.2], [-0.1, -0.2, 0.0], [-0.1, 0.1, 0.5], [0.0, 0.2, -0.3], [0.0, -0.2, -0.1]],
  "fmax_ev_per_a": 3.12,
  "e_tot_ha": -1463.8117,
  "e_above_lowest_kj_mol": 42.92,
  "gap_ev": 5.39
}

=====

{
  "formula": "C4H10N3O",
  "method": "wB97M-V/def2-TZVPD",
  "species": ["C", "C", "C", "C", "N", "N", "N", "O", "H", "H", "H", "H", "H", "H", "H", "H", "H", "H"],
  "positions_angstrom": [[1.128, 1.004, 0.075], [-0.928, -0.862, -1.207], [-0.868, -1.283, 1.256], [-1.143, -0.310, 0.230], [-1.927, 0.590, 0.509], [1.161, 1.924, -0.845], [2.179, 0.543, 0.673], [-2.432, 1.655, 0.401], [0.171, -0.897, -1.282], [-1.209, -1.908, -1.316], [-1.509, -0.211, -1.920], [-0.586, -0.991, 2.270], [-0.006, -1.928, 0.847], [-1.884, -1.938, 1.333], [0.393, 2.003, -1.564], [2.087, 2.280, -1.170], [2.166, -0.181, 1.427], [3.206, 0.510, 0.284]],
  "forces_ev_per_a": [[-2.5, -0.9, 0.8], [-0.4, 1.3, -0.2], [0.1, -4.2, 1.1], [2.2, -1.9, -1.4], [-3.4, 3.5, -0.5], [0.8, 0.8, -2.5], [4.3, -1.9, 0.6], [1.0, -0.9, 0.3], [-0.5, 0.5, -0.6], [-0.6, 0.1, 0.4], [1.1, -0.8, 0.4], [-0.3, 0.5, -0.3], [-1.5, 0.6, 0.8], [2.6, 1.2, -0.1], [1.2, 0.1, 1.6], [-0.9, -0.2, 0.1], [-0.8, 1.2, -1.0], [-2.4, 0.9, 0.6]],
  "fmax_ev_per_a": 4.91,
  "e_tot_ha": -397.4566,
  "e_above_lowest_kj_mol": 584.55,
  "charge": 1,
  "gap_ev": [5.60, 7.10]
}

=====

{
  "formula": "C4H6N2",
  "method": "wB97M-V/def2-TZVPD",
  "species": ["C", "C", "C", "C", "H", "H", "H", "H", "H", "H", "N", "N"],
  "positions_angstrom": [[-1.870, 0.001, -0.027], [-0.523, 0.000, -0.057], [0.473, 1.189, -0.056], [1.598, -0.673, -0.038], [-2.368, 0.928, 0.068], [-2.328, -0.993, -0.303], [0.241, 1.754, 0.865], [0.328, 1.839, -0.882], [2.408, -1.340, 0.066], [-0.014, -2.127, 0.647], [1.780, 0.573, -0.063], [0.274, -1.150, -0.218]],
  "forces_ev_per_a": [[1.8, -2.0, -0.8], [-1.1, 0.7, -0.5], [-1.5, -1.1, 1.2], [-0.7, 0.1, -0.3], [-0.8, 0.5, 0.0], [0.0, 1.5, 0.7], [0.7, 0.1, -0.3], [-0.1, 0.5, -0.8], [0.7, -1.0, -0.1], [1.2, 4.0, -3.6], [0.3, 0.4, 0.6], [-0.3, -3.8, 3.9]],
  "fmax_ev_per_a": 5.51,
  "e_tot_ha": -265.4422,
  "e_above_lowest_kj_mol": 245.07,
  "gap_ev": 8.86
}

=====

{
  "formula": "C5H7NO2",
  "method": "wB97M-V/def2-TZVPD",
  "species": ["C", "N", "C", "C", "O", "O", "C", "C", "H", "H", "H", "H", "H", "H", "H"],
  "positions_angstrom": [[1.536, -0.853, -0.469], [0.582, -0.674, 0.532], [-0.401, 0.312, 0.233], [-1.773, -0.258, -0.111], [-2.723, 0.425, -0.459], [-1.712, -1.602, 0.047], [-0.221, 1.678, -0.412], [-0.526, 1.718, 0.895], [1.889, -1.910, -0.485], [1.098, -0.527, -1.453], [2.491, -0.221, -0.292], [1.109, -0.465, 1.403], [-0.799, -1.940, 0.112], [0.367, 2.047, -1.244], [-0.918, 2.270, 1.703]],
  "forces_ev_per_a": [[2.9, 0.3, -2.2], [0.1, 0.8, 2.6], [-2.1, 2.4, 0.4], [1.0, -0.1, 0.0], [1.2, -1.8, 0.7], [-2.2, -0.2, -0.9], [1.3, -0.5, 3.5], [0.9, -1.4, -4.7], [-0.3, 0.6, -0.4], [0.6, -0.7, 0.7], [-1.3, -0.8, -0.5], [-1.1, -0.2, -0.6], [-0.1, 0.9, 0.4], [-0.7, 0.4, 0.0], [-0.1, 0.3, 0.8]],
  "fmax_ev_per_a": 4.92,
  "e_tot_ha": -399.8456,
  "e_above_lowest_kj_mol": 314.91,
  "smiles": "CNC1(C(=O)O)C=C1",
  "gap_ev": 10.26
}